No. 1
C23H41BFN2O12 | the ωB97M-V functional and the def2-TZVPD basis

```
80
Properties=species:S:1:pos:R:3:lowdin_charge:R:1
N 2.9517 -0.5464 -0.6722 0.192
N 3.0964 -1.9408 -0.8369 -0.025
C 2.6324 -2.5573 -1.9394 0.036
C 2.8303 -3.9011 -2.1096 0.062
C 3.4958 -4.6252 -1.1240 -0.035
C 3.6804 -6.0922 -1.4204 -0.503
O 4.2487 -6.4026 -2.4055 0.202
O 3.1822 -6.9832 -0.5652 0.164
C 3.9894 -4.0074 0.0214 -0.043
C 4.7783 -4.7564 1.0631 0.026
B 4.4098 -4.4951 2.5893 -0.658
O 3.1152 -4.4210 2.9990 0.181
O 5.4046 -4.3819 3.5241 0.190
C 3.7545 -2.6396 0.1010 -0.191
F 4.2022 -1.9344 1.1036 0.194
H 2.6179 -0.3522 0.2660 0.097
H 2.2391 -0.2348 -1.3241 0.104
H 2.1262 -1.9417 -2.6604 0.152
H 2.4849 -4.3781 -3.0075 0.145
H 2.5336 -6.5640 0.0177 0.141
H 5.8383 -4.5785 0.8934 0.138
H 4.6408 -5.8196 0.9096 0.119
H 3.0602 -4.6965 3.9236 0.133
H 6.1856 -3.9550 3.1627 0.111
O -2.3890 0.1659 2.0737 0.108
C -1.5124 -0.3560 2.7019 -0.508
O -0.2463 0.0294 2.4156 -0.014
C 0.9048 -0.4340 3.1125 -0.217
C 1.4103 -1.7038 2.4656 -0.051
C -1.7472 -1.4593 3.6979 0.023
H 0.7192 -0.5438 4.1806 0.118
H 1.6471 0.3573 3.0071 0.128
H 0.6769 -2.5080 2.5212 0.091
H 2.3299 -2.0458 2.9305 0.071
H 1.5960 -1.5111 1.4101 0.048
H -1.8027 -2.4070 3.1626 0.068
H -2.6960 -1.2777 4.1957 0.096
H -0.9890 -1.5300 4.4743 0.080
O 0.9614 2.1095 -1.0331 0.064
C -0.0688 2.7146 -0.8590 -0.524
O -0.0973 4.0264 -1.1228 0.010
C -1.3061 4.7981 -1.1147 -0.220
C -1.6463 5.2838 0.2779 -0.053
C -1.2828 2.0352 -0.2765 0.010
H -2.1250 4.2432 -1.5732 0.116
H -1.1135 5.6562 -1.7560 0.112
H -1.8353 4.4526 0.9581 0.069
H -2.5304 5.9199 0.2524 0.089
H -0.8141 5.8561 0.6875 0.085
H -1.1966 2.0307 0.8074 0.078
H -1.2917 1.0068 -0.6267 0.089
H -2.2339 2.4811 -0.5556 0.080
O -2.0900 8.7615 -2.2592 0.101
C -1.2242 8.9005 -3.0784 -0.534
O -1.5564 9.1759 -4.3510 0.003
C -0.5998 9.5342 -5.3522 -0.234
C 0.0163 8.3166 -6.0094 -0.064
C 0.2309 8.6858 -2.7228 0.011
H 0.1529 10.2084 -4.9419 0.113
H -1.1636 10.1050 -6.0874 0.124
H 0.5762 7.7130 -5.2947 0.066
H 0.6922 8.6176 -6.8098 0.083
H -0.7646 7.6834 -6.4303 0.083
H 0.4549 7.6211 -2.7806 0.086
H 0.3812 9.0227 -1.7002 0.091
H 0.9342 9.2331 -3.3454 0.070
O -2.2267 -4.7170 2.9624 0.080
C -3.3478 -4.7701 2.5212 -0.525
O -3.6884 -5.8171 1.7601 0.006
C -5.0332 -6.0706 1.3299 -0.227
C -5.3739 -5.3170 0.0618 -0.062
C -4.3318 -3.6429 2.7317 0.014
H -5.7382 -5.8661 2.1359 0.115
H -5.0706 -7.1421 1.1457 0.125
H -5.3293 -4.2377 0.2093 0.069
H -6.3767 -5.5765 -0.2757 0.085
H -4.6640 -5.5685 -0.7262 0.083
H -4.1434 -2.8767 1.9796 0.100
H -4.1608 -3.2200 3.7174 0.085
H -5.3754 -3.9417 2.6858 0.075
```

Computed properties:
F_max: 1.3 eV Å⁻¹
electronic energy: -55456.26250 eV
relative energy (zero: lowest compared OMol25 entry of this formula, charge and spin): 0.0 kcal per mole
total charge: +1
highest occupied orbital energy: -11.55 eV
orbital gap: 7.3 eV
molecular weight: 567.4 g/mol
lowest unoccupied orbital energy: -4.23 eV

No. 2
C23H41Cl4N8O7P2Sc | the ωB97M-V functional and the def2-TZVPD basis

```
86
Properties=species:S:1:pos:R:3:lowdin_charge:R:1
Sc 0.2480 0.2487 0.0665 1.000
Cl 6.8856 -0.1616 -1.6691 0.727
C 5.4134 0.0967 -0.8297 -0.698
C 5.4177 0.6641 0.4494 -0.697
Cl 6.8765 1.1822 1.1730 0.735
C 4.2684 0.8677 1.1692 -0.607
Cl 4.2180 1.5569 2.7467 0.750
C 3.0494 0.5555 0.5541 -0.396
O 1.8665 0.7462 1.1241 -0.217
C 3.0230 -0.0821 -0.6956 -0.360
O 1.7658 -0.4373 -1.0879 -0.242
C 4.2032 -0.3100 -1.3595 -0.547
Cl 4.1733 -1.1402 -2.9204 0.731
N 0.2112 2.2640 2.4761 0.008
C -0.3449 3.1682 3.2675 -0.030
C -1.7365 3.1118 3.0380 -0.013
C -1.8546 2.0867 2.0992 -0.194
N -0.6711 1.6054 1.7064 -0.063
H 1.1848 1.9770 2.4701 0.124
H 0.2736 3.7769 3.8889 0.133
H -2.5363 3.6829 3.4929 0.114
H -2.7501 1.7232 1.5783 0.123
C -2.4843 -1.1416 5.5488 -0.055
C -1.8891 -0.6864 4.1996 -0.264
O -2.1137 -1.7691 3.2460 -0.297
P -1.8115 -1.4589 1.6752 0.901
O -2.2065 -2.9508 1.0788 -0.372
C -1.6680 -4.2246 1.5742 -0.269
C -2.5867 -5.3679 1.2334 -0.067
O -0.1565 -1.3815 1.5580 -0.431
C 0.8202 -2.1923 2.2441 -0.196
C 1.9358 -2.4817 1.2338 -0.019
H -2.2886 -0.4277 6.3565 0.087
H -2.0355 -2.1023 5.8299 0.086
H -3.5583 -1.2297 5.5242 0.075
H -0.7953 -0.4586 4.2617 0.123
H -2.3986 0.2598 3.8927 0.101
H -1.6071 -4.1802 2.6508 0.111
H -0.7078 -4.3641 1.0560 0.114
H -3.6233 -5.1792 1.5917 0.097
H -2.1922 -6.2727 1.6689 0.082
H -2.5562 -5.5624 0.0948 0.104
H 0.3021 -3.0607 2.6564 0.109
H 1.1724 -1.5445 3.0346 0.125
H 1.5150 -2.8405 0.2754 0.078
H 2.6835 -3.1636 1.6570 0.108
H 2.4556 -1.5405 1.0373 0.050
C -1.1728 3.0985 -1.1618 -0.145
N -1.0037 4.3205 -1.9022 -0.080
C -0.8280 3.9806 -3.3338 -0.150
N 0.3372 3.1338 -3.5695 -0.069
C 0.1710 1.9097 -2.8014 -0.167
N 0.0501 2.1795 -1.3408 -0.134
C 1.2349 2.9996 -0.9454 -0.170
N 1.3878 4.2241 -1.6945 -0.072
C 0.1933 5.0328 -1.4245 -0.136
C 1.4779 3.9352 -3.1329 -0.136
H -2.0501 2.5656 -1.5334 0.128
H -1.2969 3.3142 -0.0651 0.121
H -0.7660 4.9679 -3.8688 0.155
H -1.6946 3.4543 -3.6774 0.117
H 1.0116 1.2512 -2.9087 0.112
H -0.7494 1.4079 -3.1634 0.131
H 2.1133 2.3614 -1.0287 0.126
H 1.0654 3.2850 0.0945 0.121
H 0.2275 6.0062 -1.8927 0.134
H 0.1576 5.1629 -0.3509 0.127
H 2.4431 3.4710 -3.3068 0.136
H 1.4867 4.9045 -3.5922 0.127
N -3.7598 -2.3127 -1.2840 0.168
C -2.7874 -2.5902 -2.4306 -0.136
P -0.9797 -2.2557 -1.9738 0.449
O -0.3407 -3.4320 -1.3514 -0.282
O -0.9643 -0.9638 -1.2069 -0.401
C -0.1024 -2.0407 -3.5936 -0.153
N 1.3162 -2.2081 -3.1258 0.099
H -3.4328 -2.8636 -0.4561 0.124
H -4.7030 -2.6675 -1.5604 0.192
H -3.7606 -1.3652 -0.9844 0.130
H -3.0338 -1.8607 -3.1832 0.098
H -2.9615 -3.6152 -2.7542 0.117
H -0.1627 -1.0973 -4.1694 0.120
H -0.4338 -2.8651 -4.2334 0.114
H 1.9272 -2.1284 -3.9256 0.115
H 1.4253 -3.1040 -2.6528 0.144
H 1.5676 -1.4574 -2.4320 0.062
```

Computed properties:
F_max: 2.8 eV Å⁻¹
electronic energy: -140132.04893 eV
relative energy (zero: lowest compared OMol25 entry of this formula, charge and spin): 0.0 kcal per mole
total charge: +2
highest occupied orbital energy: -12.52 eV
orbital gap: 7.2 eV
molecular weight: 790.3 g/mol
lowest unoccupied orbital energy: -5.32 eV

No. 3
C23H41ClLaP2 | the ωB97M-V functional and the def2-TZVPD basis

```
68
Properties=species:S:1:pos:R:3:lowdin_charge:R:1
La 1.3680 -2.8571 0.5827 1.623
C -2.2665 2.9883 1.4851 -0.219
C -2.3208 2.9998 0.0575 -0.201
C -3.9761 1.5950 0.8216 -0.187
C -3.2735 2.0936 1.9520 -0.198
C -3.3952 2.1596 -0.3552 -0.240
C -1.3006 3.7737 2.2732 -0.077
H -0.2580 3.5957 1.9301 0.005
H -1.3679 3.5069 3.3349 0.070
H -1.4812 4.8597 2.1781 0.094
C -3.5375 1.7479 3.3557 -0.036
H -2.8248 2.2314 4.0410 0.074
H -3.4658 0.6621 3.4915 0.087
H -4.5483 2.0540 3.6573 0.094
C -5.0738 0.6289 0.9212 -0.034
H -5.8877 1.0016 1.5585 0.096
H -4.7383 -0.3309 1.3376 0.092
H -5.5035 0.4386 -0.0625 0.068
C -3.7630 1.8365 -1.7324 -0.099
H -3.8639 2.7461 -2.3280 0.087
H -4.6838 1.2471 -1.7757 0.073
H -2.9600 1.2370 -2.2087 -0.018
C -1.4106 3.6885 -0.8645 -0.087
H -1.8449 4.6363 -1.2272 0.105
H -1.1928 3.0676 -1.7526 0.045
H -0.4522 3.9262 -0.3769 0.020
C 3.3771 -3.8971 1.1749 -0.337
C 3.6068 -2.5416 1.2862 -0.371
C 4.3795 -1.6943 0.3013 -0.176
C 4.0678 -2.0530 -1.1627 -0.166
C 2.6195 -2.0574 -1.5098 -0.176
C 1.8217 -3.1986 -1.6896 -0.282
C 2.1566 -4.5902 -1.1807 -0.258
C 3.1896 -4.8047 -0.0636 -0.224
H 5.4757 -1.8512 0.4634 0.144
H 4.5621 -2.9805 -1.4315 0.121
H 4.2309 -0.6301 0.5012 0.093
H 4.1691 -4.9798 -0.5531 0.131
H 3.2381 -4.4264 2.1406 0.123
H 3.2402 -1.9564 2.1780 0.118
H 2.8935 -5.7735 0.3826 0.131
H 1.1771 -5.0669 -0.8825 0.127
H 0.8751 -3.1342 -2.2617 0.124
H 2.4517 -5.2931 -1.9816 0.160
H 4.5324 -1.2779 -1.7828 0.139
H 2.2711 -1.0702 -1.8842 0.112
P 1.0768 2.1353 0.5013 0.880
C 0.6869 0.9566 1.8430 -0.292
C 2.9237 2.0379 0.5947 -0.285
P -0.9529 0.5137 -1.7614 0.898
C 0.6921 1.0064 -0.9536 -0.527
C -0.3252 0.0938 -3.4503 -0.277
C -1.6616 -1.1781 -1.4377 -0.277
H -0.3606 0.6410 1.7625 0.044
H 0.8819 1.3864 2.8463 0.067
H 1.3401 0.0754 1.7320 -0.009
H 3.3213 1.5530 -0.3082 0.026
H 3.2632 1.5320 1.5080 0.035
H 3.3678 3.0535 0.6255 0.043
H -0.9578 -2.0031 -1.2984 -0.026
H -2.3103 -1.4609 -2.3077 0.071
H -2.3182 -1.1627 -0.5411 0.040
H 1.2357 0.0804 -0.7209 -0.028
H 1.2274 1.5181 -1.7690 0.041
H -1.0123 0.5993 -4.1458 0.044
H -0.3554 -1.0055 -3.5929 0.030
H 0.7036 0.4593 -3.5813 0.030
Cl -0.7796 -3.0889 2.1163 -0.298
```

Computed properties:
F_max: 7.9 eV Å⁻¹
electronic energy: -56463.64106 eV
relative energy (zero: lowest compared OMol25 entry of this formula, charge and spin): 81.5 kcal per mole
total charge: +1
highest occupied orbital energy (alpha / beta): -8.90 / -8.80 eV
orbital gap (alpha / beta): 3.8 / 3.7 eV
molecular weight: 553.9 g/mol
lowest unoccupied orbital energy (alpha / beta): -5.08 / -5.13 eV